Record 1
This record from OMol25 describes a structure of composition C44H30AsCrF9NOPS2. The level of theory is wB97M-V/def2-TZVPD.

Atoms and positions in Å:
Cr1 0.02871 0.91736 -1.16794
O1 1.89471 0.94206 -1.50694
N1 2.53561 2.07896 -1.74694
C1 3.88731 2.06576 -1.81204
C2 4.59201 3.21296 -2.02914
C3 3.90411 4.42696 -2.19444
C4 2.53121 4.42436 -2.15194
C5 1.82571 3.24016 -1.92724
S1 0.13131 3.15826 -1.87064
H1 4.32861 1.09056 -1.67654
H2 5.66791 3.17966 -2.08004
H3 4.44281 5.34766 -2.34444
H4 1.96091 5.33106 -2.27324
S2 -2.27699 0.88236 -1.35144
C6 -2.87769 -0.76284 -1.27004
C7 -4.25099 -0.96114 -1.13664
C8 -4.77199 -2.23804 -1.08604
C9 -3.92819 -3.33564 -1.16354
C10 -2.56209 -3.14614 -1.29214
C11 -2.01939 -1.86814 -1.36144
As1 -0.11279 -1.49414 -1.53954
C12 0.53611 -3.36864 -1.56784
C13 0.25011 -4.17834 -2.66714
C14 0.60631 -5.51574 -2.66934
C15 1.24121 -6.06864 -1.56944
C16 1.53191 -5.27394 -0.47464
C17 1.19031 -3.92954 -0.47704
C18 0.03901 -1.16954 -3.46164
C19 1.32501 -1.15194 -4.00264
C20 1.52251 -0.86584 -5.34024
C21 0.43501 -0.58724 -6.15524
C22 -0.84429 -0.58884 -5.62364
C23 -1.04369 -0.87634 -4.28384
H5 -4.89379 -0.09684 -1.07364
H6 -5.83789 -2.38074 -0.98624
H7 -4.32889 -4.33774 -1.12544
H8 -1.90349 -4.00604 -1.34064
H9 -0.26569 -3.74714 -3.52114
H10 0.38141 -6.13204 -3.52684
H11 1.50781 -7.11534 -1.56704
H12 2.02301 -5.70814 0.38266
H13 1.44151 -3.30034 0.37046
H14 2.17111 -1.37384 -3.35394
H15 2.52381 -0.85644 -5.74824
H16 0.58561 -0.36384 -7.20114
H17 -1.69379 -0.36464 -6.25244
H18 -2.04979 -0.87294 -3.87444
F1 -1.47489 6.40466 4.87526
C24 -2.41929 5.91926 4.04766
F2 -3.46009 5.58366 4.83386
F3 -2.83049 6.94416 3.29336
C25 -1.92069 4.74456 3.25696
C26 -1.98169 4.72986 1.87096
C27 -1.52009 3.61686 1.18546
C28 -1.00669 2.53756 1.88936
C29 -0.95689 2.55916 3.28156
C30 -1.41559 3.66046 3.96916
P1 -0.24609 1.10856 1.03966
C31 -1.19539 -0.27234 1.73626
C32 -2.56129 -0.10314 1.96396
C33 -3.36859 -1.19354 2.21426
C34 -2.81269 -2.46614 2.23336
C35 -1.45299 -2.65474 2.00036
C36 -0.65859 -1.56314 1.72496
C37 -3.67489 -3.65324 2.53446
F4 -3.63999 -3.97664 3.84516
F5 -3.29209 -4.75904 1.87576
F6 -4.96649 -3.45864 2.23806
C38 1.34871 1.12136 1.91846
C39 2.26491 2.08966 1.50346
C40 3.56361 2.07386 1.97046
C41 3.94911 1.08686 2.87366
C42 3.02501 0.16616 3.35196
C43 1.72891 0.18816 2.87866
C44 5.37501 0.96636 3.32416
F7 6.07881 2.09666 3.18216
F8 5.47331 0.60366 4.61256
F9 6.04141 0.02226 2.62166
H19 -2.37959 5.57616 1.33266
H20 -1.55939 3.57906 0.10556
H21 -0.55999 1.70536 3.81306
H22 -1.38169 3.68856 5.04796
H23 -2.99049 0.88786 1.92606
H24 -4.42669 -1.06254 2.38156
H25 -1.03019 -3.64834 2.02376
H26 0.39441 -1.70374 1.50776
H27 1.94561 2.86396 0.81386
H28 4.28071 2.81116 1.63776
H29 3.32241 -0.56354 4.09116
H30 1.01001 -0.51884 3.26456

HOMO-LUMO gap (alpha / beta) ... 7.30 / 6.87 eV
<S²> ... 2.03
HOMO (alpha / beta) ... -7.2 / -6.9 eV
E_LUMO (alpha / beta) ... 0.003 / 0.000 Eh
2S+1 ... 3

Mulliken population analysis, charges in e, atoms 1 to 2: atom 1 (Cr): -0.712, atom 2 (O): -0.493


Record 2
This record from OMol25 describes a cluster of 6 separate species, C3H18O5 in total. The level of theory is wB97M-V/def2-TZVPD.

Atoms and positions in Å:
C1 2.60520 -1.17506 -1.99634
C2 1.53812 -0.48484 -1.15388
C3 1.77614 1.12139 -1.00011
H1 2.07478 -1.40395 -2.87296
H2 2.99823 -2.06448 -1.51503
H3 3.33485 -0.50607 -2.37094
H4 1.69066 -0.82432 -0.12448
H5 0.49599 -0.70613 -1.32482
H6 0.96701 1.39255 -0.31399
H7 2.70731 1.34607 -0.43809
H8 1.53358 1.54865 -1.94385
O1 -2.14952 1.24129 -1.12386
H9 -2.43914 1.86448 -1.82817
H10 -2.91864 0.61762 -1.07589
O2 1.15624 -2.24799 2.11133
H11 0.41995 -1.62350 2.09133
H12 1.42460 -2.19853 2.98382
O3 -0.68123 -0.41917 2.76166
H13 -0.17336 -0.04205 3.43312
H14 -1.11366 0.37546 2.23035
O4 -3.63233 -0.49899 -0.28134
H15 -3.68559 -1.47466 -0.18659
H16 -3.65312 -0.24454 0.70264
O5 -1.18256 1.94349 1.29058
H17 -1.45835 1.76788 0.39820
H18 -1.63513 2.69539 1.54729

HOMO-LUMO gap ... 10.43 eV
HOMO ... -10.3 eV
E_LUMO ... 0.005 Eh
SMILES ... CCC.O.O.O.O.O

natural (NBO) population analysis, charges in e, atoms 1 to 2: atom 1 (C): -0.623, atom 2 (C): -0.397


Record 3
This record from OMol25 describes a cluster of 13 separate species, C59H68N10O9 in total. The level of theory is wB97M-V/def2-TZVPD.

Atoms and positions in Å:
C1 -3.90489 3.30549 4.15170
O1 -2.91582 2.47999 3.45604
C2 -1.60384 2.87806 3.54762
O2 -0.81066 2.29557 2.84175
O3 -1.48417 3.81499 4.45408
C3 -0.16015 4.29500 4.86473
H1 -3.81514 3.16647 5.23824
H2 -4.83196 2.90450 3.77654
H3 -3.77658 4.37304 3.86478
H4 0.17481 5.08326 4.17445
H5 0.43840 3.37617 4.94558
H6 -0.34492 4.76344 5.86917
C4 -5.18557 0.12812 1.57453
O4 -4.04637 -0.50069 2.17562
C5 -4.29266 -1.04968 3.38770
O5 -5.31894 -0.90236 3.96935
O6 -3.22014 -1.72545 3.79349
C6 -3.27588 -2.32587 5.07741
H7 -6.06317 -0.50271 1.75351
H8 -4.93095 0.16189 0.51799
H9 -5.33835 1.14031 1.97917
H10 -3.03032 -1.62026 5.89323
H11 -2.49075 -3.04739 5.09141
H12 -4.25804 -2.77582 5.19475
C7 0.59998 -6.06268 3.89599
O7 0.31722 -4.78977 3.30573
C8 -0.85591 -4.79244 2.60849
O8 -1.54446 -5.76808 2.56061
O9 -1.03806 -3.60029 2.06940
C9 -2.20620 -3.58515 1.25236
H13 1.38113 -5.81159 4.61317
H14 0.93378 -6.71336 3.13395
H15 -0.32383 -6.51586 4.33285
H16 -3.08299 -3.78447 1.80648
H17 -2.13080 -4.24120 0.41602
H18 -2.33530 -2.55884 0.94733
N1 3.03897 3.89140 1.90605
C10 4.36616 3.96929 1.79270
C11 5.21800 2.84769 1.72024
C12 4.63749 1.56734 1.74394
C13 3.23179 1.49724 1.82495
C14 2.49548 2.65480 1.88823
H19 4.78605 4.96265 1.79053
H20 6.28997 2.99608 1.61094
H21 5.20116 0.65686 1.69492
H22 2.77039 0.48860 1.85619
H23 1.38663 2.62533 1.94059
N2 -4.57216 4.14390 -1.50302
C15 -4.38262 3.24760 -0.49141
C16 -3.18851 3.08471 0.17500
C17 -2.10999 3.89200 -0.19962
C18 -2.33056 4.86203 -1.15910
C19 -3.58134 4.98579 -1.78015
H24 -5.16906 2.57132 -0.22502
H25 -3.10004 2.23856 0.88776
H26 -1.16246 3.95583 0.36348
H27 -1.54956 5.48984 -1.56254
H28 -3.69313 5.72656 -2.59586
N3 1.87895 -0.95719 -6.89880
C20 0.71328 -0.47749 -6.43896
C21 0.04343 -1.12637 -5.39999
C22 0.57866 -2.31051 -4.92356
C23 1.81814 -2.80240 -5.36093
C24 2.43368 -2.09415 -6.38581
H29 0.35421 0.48246 -6.80377
H30 -0.89058 -0.70213 -5.08709
H31 0.13612 -2.90329 -4.12415
H32 2.27807 -3.69487 -4.93663
H33 3.38768 -2.39951 -6.79908
N4 5.32837 -1.84578 1.88766
C25 6.02854 -2.53901 2.79206
C26 5.59643 -3.72598 3.38568
C27 4.24750 -4.13899 3.17662
C28 3.45381 -3.39460 2.32745
C29 4.04596 -2.25022 1.68686
H34 7.10715 -2.27034 2.92730
H35 6.22604 -4.31236 4.02465
H36 3.86975 -5.03058 3.73968
H37 2.42614 -3.62688 2.05430
H38 3.37216 -1.68094 1.04280
N5 4.85265 1.98241 -3.03546
C30 4.63048 1.33273 -1.91402
C31 3.96386 0.08392 -1.87894
C32 3.65274 -0.60485 -3.04264
C33 3.88672 0.12310 -4.24913
C34 4.51682 1.37431 -4.14980
H39 4.87188 1.79243 -0.96823
H40 3.88611 -0.46477 -0.92576
H41 3.34185 -1.64241 -2.99373
H42 3.55327 -0.26304 -5.19749
H43 4.63859 1.92710 -5.08112
N6 0.59852 4.76251 -2.10185
C35 1.30923 3.85293 -1.40744
C36 1.31642 2.48617 -1.80092
C37 0.73399 2.11590 -2.97698
C38 0.01186 3.11286 -3.73700
C39 -0.07638 4.37463 -3.20652
H44 1.94185 4.21915 -0.58195
H45 1.90165 1.79652 -1.17842
H46 0.94547 1.06856 -3.31142
H47 -0.55786 2.81225 -4.64676
H48 -0.72570 5.08180 -3.70006
N7 1.84152 1.06615 6.43423
C40 1.82113 0.54679 5.22853
C41 2.81770 -0.30449 4.74045
C42 3.87588 -0.66818 5.52221
C43 3.94002 -0.10380 6.82369
C44 2.86379 0.70068 7.25462
H49 1.11590 0.93906 4.47723
H50 2.82998 -0.64221 3.72083
H51 4.66739 -1.29218 5.11094
H52 4.71596 -0.18079 7.56784
H53 2.98868 1.21634 8.20480
N8 1.15393 -1.55759 0.34325
C45 0.79903 -1.57778 -0.94870
C46 -0.33734 -0.94147 -1.43899
C47 -1.07878 -0.07764 -0.61122
C48 -0.66351 0.01274 0.73734
C49 0.48914 -0.70167 1.15337
H54 1.36263 -2.28136 -1.56247
H55 -0.52615 -1.02935 -2.50105
H56 -1.91424 0.50096 -1.02562
H57 -1.12688 0.70652 1.41617
H58 0.88768 -0.59831 2.17573
N9 -2.62161 0.91999 -5.09551
C50 -3.24294 0.74292 -6.24373
C51 -4.56870 1.10967 -6.48117
C52 -5.28596 1.79767 -5.45945
C53 -4.60273 2.02942 -4.26761
C54 -3.28373 1.62265 -4.12764
H59 -2.72402 0.20726 -7.04024
H60 -5.01074 0.78515 -7.44595
H61 -6.39984 1.92843 -5.56369
H62 -5.04463 2.54274 -3.43193
H63 -2.78408 1.76568 -3.17247
N10 -2.61887 -3.91346 -5.42579
C55 -3.02161 -2.72640 -4.90103
C56 -3.03683 -2.55211 -3.54000
C57 -2.58365 -3.53172 -2.63841
C58 -2.12104 -4.71314 -3.21817
C59 -2.12973 -4.82913 -4.62696
H64 -3.40701 -2.01417 -5.63996
H65 -3.43064 -1.61649 -3.19070
H66 -2.60991 -3.43111 -1.56402
H67 -1.68214 -5.52652 -2.63461
H68 -1.75176 -5.70069 -5.12887

HOMO-LUMO gap ... 9.54 eV
HOMO ... -9.1 eV
E_LUMO ... 0.015 Eh

Mulliken population analysis, charges in e, atoms 1 to 2: atom 1 (C): -0.829, atom 2 (O): 0.047


Record 4
This record from OMol25 describes a cluster of 3 separate species, C5H12O3 in total. The level of theory is wB97M-V/def2-TZVPD.

Atoms and positions in Å:
C1 -2.68609 0.07344 -0.89167
C2 -1.67875 -0.70856 -0.09562
O1 -0.86340 -1.47690 -0.61440
O2 -2.08230 -0.89666 1.17618
H1 -3.05515 0.90066 -0.29433
H2 -3.52055 -0.57083 -1.15577
H3 -2.22489 0.43792 -1.80541
H4 -1.41953 -1.41697 1.66181
C3 2.92744 -0.48363 0.00392
C4 1.63291 -0.92845 0.61423
O3 1.34971 -0.86337 1.77806
H5 2.73252 0.12696 -0.87505
H6 3.52651 0.07827 0.72267
H7 3.48156 -1.36583 -0.31897
H8 0.79750 -1.37241 -0.12119
C5 0.25308 1.71031 0.05876
H9 -0.45632 0.94407 0.54066
H10 0.44739 1.28566 -0.91670
H11 1.18764 1.92069 0.56182
H12 -0.34928 2.60563 -0.02900

HOMO-LUMO gap ... 9.89 eV
HOMO ... -9.2 eV
E_LUMO ... 0.027 Eh
SMILES ... CC(=O)O.CC=O.C

natural (NBO) population analysis, charges in e, atoms 1 to 2: atom 1 (C): -0.719, atom 2 (C): 0.798


Record 5
This record from OMol25 describes a structure of composition C5O5Te4V. The level of theory is wB97M-V/def2-TZVPD.

Atoms and positions in Å:
V1 0.99759 1.00041 0.00152
Te1 2.95127 1.17343 -1.55573
Te2 3.94736 3.72501 -1.33356
Te3 3.73637 3.94350 1.32220
Te4 1.18133 2.95802 1.55171
O1 -3.05103 -3.06627 -0.02046
C1 -2.20926 -2.22128 -0.01623
C2 -0.77916 -2.35036 0.53799
O2 -0.29565 -3.33226 1.02342
C3 -0.15061 -1.01633 0.32179
C4 -1.02413 -0.14394 -0.30558
O3 -0.72972 1.12376 -0.65449
C5 -2.35593 -0.77617 -0.52509
O4 -3.33409 -0.29819 -1.02329
O5 1.11565 -0.71931 0.67581

HOMO-LUMO gap (alpha / beta) ... 6.36 / 6.36 eV
HOMO (alpha / beta) ... -4.6 / -4.6 eV
E_LUMO (alpha / beta) ... 0.064 / 0.064 Eh
Net charge ... -1

natural (NBO) population analysis, charges in e, atoms 1 to 2: atom 1 (V): 0.767, atom 2 (Te): -0.161


Record 6
This record from OMol25 describes the molecule C3H7NOS. The level of theory is wB97M-V/def2-TZVPD.

Atoms and positions in Å:
C1 1.95834 -0.98153 0.03484
O1 2.10519 0.38553 0.02818
C2 1.02493 1.13451 -0.06890
N1 -0.21856 0.86669 0.04426
S1 -0.98388 -0.63671 -0.06864
C3 -2.60977 0.13820 0.04603
H1 1.45197 -1.38900 -0.90812
H2 2.92511 -1.50920 0.16005
H3 1.44869 -1.21729 0.95746
H4 1.19102 2.14857 -0.19506
H5 -2.41110 0.86071 1.01962
H6 -3.58074 -0.48612 0.18486
H7 -2.83541 0.88154 -0.72781

HOMO-LUMO gap ... 8.94 eV
HOMO ... -8.0 eV
E_LUMO ... 0.033 Eh
SMILES ... CO/C=N\SC

natural (NBO) population analysis, charges in e, atoms 1 to 2: atom 1 (C): -0.280, atom 2 (O): -0.485